Record 1
Density functional theory data (ωB97M-V with the def2-TZVPD basis set) for a cluster of 2 separate species, C5H8N in total at a distorted geometry.

Results
Kohn-Sham gap   7.69 eV
E_HOMO   -12.1 eV
Relative energy (zero: lowest compared OMol25 entry of this formula, charge and spin)   5.038 eV
LUMO level   -0.1621 Eh
Molar mass   82.13 g mol⁻¹

Structure (ORCA input):
```
! wB97M-V def2-TZVPD RIJCOSX def2/J DEFGRID3
* xyz 1 1
C -2.28708 -0.65018 1.20891
C -2.18880 0.56765 1.80205
C -2.11895 0.49368 0.40632
C 0.76335 0.57411 -0.29794
C 0.77467 -0.82062 -0.79401
N 1.88310 1.22474 -0.37041
H -2.41056 -1.70615 1.29219
H -2.15730 1.16895 2.68309
H -2.07600 0.96300 -0.54638
H 0.31979 -1.48131 -0.05771
H 1.77424 -1.18987 -1.04268
H 0.15248 -0.86417 -1.68882
H 2.74534 0.81937 -0.74185
H 1.94086 2.18824 -0.06633
*
```

***

Record 2
Density functional theory data (ωB97M-V with the def2-TZVPD basis set) for a cluster of 2 separate species, C5H8N in total at a distorted geometry.

Results
Kohn-Sham gap (spin up / spin down)   10.25 / 6.74 eV
E_HOMO (spin up / spin down)   -15.8 / -12.9 eV
Relative energy (zero: lowest compared OMol25 entry of this formula, charge and spin)   6.660 eV
LUMO level (spin up / spin down)   -0.2032 / -0.2276 Eh
Molar mass   82.13 g mol⁻¹

Structure (ORCA input):
```
! wB97M-V def2-TZVPD RIJCOSX def2/J DEFGRID3
* xyz 1 1
C -3.78019 -0.00288 0.07757
C -1.70784 0.02603 -0.01115
C 0.81954 0.01185 0.07684
C 1.49046 -1.29827 0.06655
C 1.54992 1.28830 0.06169
N -0.47098 0.03478 0.06577
H -4.00011 -0.96821 -0.33297
H -4.02923 0.97049 -0.29620
H 1.09198 -1.94119 0.85948
H 2.56677 -1.19573 0.17895
H 1.28308 -1.82358 -0.87098
H 2.60623 1.14043 0.26882
H 1.12355 1.99627 0.77768
H 1.45682 1.76172 -0.92205
*
```

***

Record 3
Density functional theory data (ωB97M-V with the def2-TZVPD basis set) for a structure of composition C5H8N at a distorted geometry.

Results
Kohn-Sham gap (spin up / spin down)   7.90 / 7.96 eV
E_HOMO (spin up / spin down)   -12.8 / -12.8 eV
Relative energy (zero: lowest compared OMol25 entry of this formula, charge and spin)   5.040 eV
LUMO level (spin up / spin down)   -0.1785 / -0.1775 Eh
Molar mass   82.13 g mol⁻¹

Structure (ORCA input):
```
! wB97M-V def2-TZVPD RIJCOSX def2/J DEFGRID3
* xyz 1 1
C -1.04983 0.04333 0.20325
C -2.26458 -0.10309 -0.37178
C 1.21700 0.76088 -0.27559
C -0.05725 1.07332 0.51546
C -0.06424 -0.94515 0.56168
N 1.23630 -0.71590 -0.13209
H -2.91369 -0.98291 -0.38335
H -2.52905 0.84365 -0.65436
H 1.27354 1.16290 -1.26818
H 2.17790 1.03955 0.11406
H -0.09117 1.90718 1.18355
H -0.17887 -1.73141 1.27343
H 1.32500 -1.20619 -1.09947
H 1.91894 -1.14617 0.33339
*
```

***

Record 4
Density functional theory data (ωB97M-V with the def2-TZVPD basis set) for the ion C5H8N with charge +1 at a distorted geometry.

Results
Kohn-Sham gap   9.99 eV
E_HOMO   -14.8 eV
Relative energy (zero: lowest compared OMol25 entry of this formula, charge and spin)   3.051 eV
LUMO level   -0.1766 Eh
SMILES   C=C=[N+](C)C=C
Molar mass   82.13 g mol⁻¹

Structure (ORCA input):
```
! wB97M-V def2-TZVPD RIJCOSX def2/J DEFGRID3
* xyz 1 1
C 0.63849 -0.36488 1.14673
C -0.66595 -0.11320 -0.61593
C -1.72648 -0.39401 -1.26826
C -0.45797 -0.82899 1.70838
C 1.41318 1.08630 -0.71813
N 0.43917 0.21057 -0.12226
H 1.64430 -0.41564 1.52406
H -1.79239 -1.22824 -1.95324
H -2.65335 0.14261 -1.11864
H -0.39986 -1.33638 2.65957
H -1.45320 -0.68727 1.33475
H 2.36588 0.56093 -0.80041
H 1.55394 1.95492 -0.07143
H 1.09425 1.41329 -1.70519
*
```

***

Record 5
Density functional theory data (ωB97M-V with the def2-TZVPD basis set) for the ion C5H8N with charge +1 at a distorted geometry.

Results
Kohn-Sham gap (spin up / spin down)   9.56 / 6.85 eV
E_HOMO (spin up / spin down)   -14.8 / -12.8 eV
Relative energy (zero: lowest compared OMol25 entry of this formula, charge and spin)   5.941 eV
LUMO level (spin up / spin down)   -0.1917 / -0.2178 Eh
Molar mass   82.13 g mol⁻¹

Structure (ORCA input):
```
! wB97M-V def2-TZVPD RIJCOSX def2/J DEFGRID3
* xyz 1 1
C -2.23832 0.70492 -0.31754
C -1.79787 -0.58825 0.03071
C 1.95013 0.18524 0.66369
C -0.37992 -0.85111 0.08296
C 1.95610 0.17875 -0.77507
N 0.63217 0.17465 -0.01784
H -3.18796 1.07256 -0.49606
H -1.44580 1.37837 -0.61669
H -2.48241 -1.37938 0.39116
H 2.34941 -0.73424 1.16808
H 2.04213 1.09684 1.28749
H 0.09050 -1.83635 0.19057
H 2.28233 -0.53940 -1.51830
H 0.22951 1.13740 -0.07316
*
```

***

Record 6
Density functional theory data (ωB97M-V with the def2-TZVPD basis set) for the ion C5H8N with charge +1 at a distorted geometry.

Results
Kohn-Sham gap (spin up / spin down)   8.91 / 8.91 eV
E_HOMO (spin up / spin down)   -15.1 / -15.1 eV
Relative energy (zero: lowest compared OMol25 entry of this formula, charge and spin)   4.504 eV
LUMO level (spin up / spin down)   -0.2286 / -0.2286 Eh
Molar mass   82.13 g mol⁻¹

Structure (ORCA input):
```
! wB97M-V def2-TZVPD RIJCOSX def2/J DEFGRID3
* xyz 1 1
C -1.19687 1.24186 -0.98799
C -1.56764 0.03077 -1.19126
C -0.36269 1.64738 0.11664
C 0.50683 0.63558 0.65898
C 0.80766 -1.80796 0.78685
N 0.23915 -0.56030 0.37446
H -1.48539 2.03537 -1.62709
H 0.21073 2.55156 -0.20579
H -1.04024 1.93725 0.96201
H 1.34078 1.03394 1.16271
H 1.89236 -2.00634 0.74597
H 0.36132 -2.16719 1.76981
H 0.35823 -2.46541 -0.01916
H -2.12225 -0.74623 -1.70433
*
```

***

Record 7
Density functional theory data (ωB97M-V with the def2-TZVPD basis set) for a cluster of 2 separate species, C5H8N in total at a distorted geometry.

Results
Kohn-Sham gap (spin up / spin down)   7.92 / 7.50 eV
E_HOMO (spin up / spin down)   -14.4 / -14.5 eV
Relative energy (zero: lowest compared OMol25 entry of this formula, charge and spin)   6.600 eV
LUMO level (spin up / spin down)   -0.2396 / -0.2577 Eh
Molar mass   82.13 g mol⁻¹

Structure (ORCA input):
```
! wB97M-V def2-TZVPD RIJCOSX def2/J DEFGRID3
* xyz 1 1
C 0.21623 0.79577 0.03390
C -3.11221 -0.73892 -0.22534
C 1.50042 0.61252 -0.19339
C -1.03713 1.28576 0.29652
C 2.41332 -0.51328 0.28886
N -2.91831 0.43556 0.12890
H -2.41860 -1.53010 -0.41575
H -4.07567 -1.17597 -0.17640
H 1.96590 1.16377 -1.00451
H -1.14781 1.89650 1.12275
H -1.54865 1.61426 -0.58218
H 3.35440 -0.71687 -0.28646
H 1.85896 -1.42125 0.18671
H 2.74066 -0.27846 1.36245
*
```

***

Record 8
Density functional theory data (ωB97M-V with the def2-TZVPD basis set) for the ion C5H8N with charge +1 at a distorted geometry.

Results
Kohn-Sham gap   9.27 eV
E_HOMO   -14.6 eV
Relative energy (zero: lowest compared OMol25 entry of this formula, charge and spin)   2.861 eV
LUMO level   -0.1963 Eh
SMILES   C=C=C/C=[NH+]/C
Molar mass   82.13 g mol⁻¹

Structure (ORCA input):
```
! wB97M-V def2-TZVPD RIJCOSX def2/J DEFGRID3
* xyz 1 1
C 0.39713 0.87720 0.97401
C 0.34978 0.71503 -0.45588
C 0.01553 0.09277 2.00640
C -0.41206 -0.48273 3.05402
C 0.00792 -0.43351 -2.46992
N -0.14377 -0.29173 -1.07910
H 0.76091 1.76996 1.41099
H 0.54313 1.58417 -1.15273
H -0.35553 -1.03799 -0.49438
H -1.29319 -0.07766 3.33321
H -0.07867 -1.24758 3.74719
H 0.97566 -0.78429 -2.73240
H -0.14510 0.46644 -3.11223
H -0.62175 -1.15007 -3.02916
*
```

***

Record 9
Density functional theory data (ωB97M-V with the def2-TZVPD basis set) for a cluster of 4 separate species, C5H8N2 in total at a distorted geometry.

Results
Kohn-Sham gap   8.51 eV
E_HOMO   -8.4 eV
Relative energy (zero: lowest compared OMol25 entry of this formula, charge and spin)   8.669 eV
LUMO level   0.0029 Eh
Molar mass   96.13 g mol⁻¹

Structure (ORCA input):
```
! wB97M-V def2-TZVPD RIJCOSX def2/J DEFGRID3
* xyz 0 1
C -0.43385 -2.37046 0.73308
N 0.02091 -1.19708 0.07317
C -0.62059 -0.77004 -1.04928
C -0.10157 0.53993 -1.21234
C 0.70870 0.89023 -0.05019
C 0.91765 2.46764 0.24894
N 0.95409 -0.19639 0.68403
H 0.83673 -3.06668 0.64979
H -1.58976 -2.81237 -0.19267
H -0.96985 -1.95808 2.11543
H -1.48857 -1.28145 -1.71436
H -0.99612 0.99976 -1.21864
H 0.25634 3.02680 -0.47418
H 1.96278 2.92407 0.16973
H 0.54312 2.80411 1.23749
*
```

***

Record 10
Density functional theory data (ωB97M-V with the def2-TZVPD basis set) for a structure of composition C5H8N2 at a distorted geometry.

Results
Kohn-Sham gap (spin up / spin down)   7.76 / 8.00 eV
E_HOMO (spin up / spin down)   -8.4 / -8.6 eV
Relative energy (zero: lowest compared OMol25 entry of this formula, charge and spin)   4.714 eV
LUMO level (spin up / spin down)   -0.0253 / -0.0220 Eh
Molar mass   96.13 g mol⁻¹

Structure (ORCA input):
```
! wB97M-V def2-TZVPD RIJCOSX def2/J DEFGRID3
* xyz 0 1
C -1.35487 0.79526 -1.46930
C -0.71435 -0.07312 -0.45003
C 0.04400 -1.32429 1.04777
C 0.25502 0.54300 0.66141
C 1.54186 0.90876 0.40438
N -0.88521 -1.27871 -0.17082
N 1.18011 -1.95695 1.02212
H 1.26143 -2.59003 0.22727
H -0.60347 -1.36911 1.93085
H -0.34249 1.22580 1.26979
H -1.98298 0.19250 -2.12238
H -0.58546 1.31295 -2.04372
H -1.96849 1.55439 -0.97925
H 1.91935 1.89440 0.63599
H 2.23555 0.16515 0.03592
*
```

***

Record 11
Density functional theory data (ωB97M-V with the def2-TZVPD basis set) for the molecule C5H8N2.

Results
Kohn-Sham gap   8.57 eV
E_HOMO   -7.5 eV
Relative energy (zero: lowest compared OMol25 entry of this formula, charge and spin)   4.418 eV
LUMO level   0.0387 Eh
Molar mass   96.13 g mol⁻¹

Structure (ORCA input):
```
! wB97M-V def2-TZVPD RIJCOSX def2/J DEFGRID3
* xyz 0 1
C 0.98077 -1.86709 1.32085
C 0.06078 -0.85252 0.78809
C -0.97040 -0.55921 -0.24804
N -0.76117 0.40929 -1.29713
C -0.63364 1.66245 -0.78839
N 0.24296 2.43975 -1.44124
C -0.73816 0.11634 1.09323
H 1.85899 -2.04849 0.70045
H 1.29192 -1.57452 2.32682
H 0.41508 -2.80160 1.39991
H -1.72665 -1.32480 -0.47146
H -0.48128 0.12738 -2.23280
H 0.41964 3.33016 -1.00623
H 1.02921 2.05305 -1.95458
H -0.99647 0.88360 1.81203
*
```

***

Record 12
Density functional theory data (ωB97M-V with the def2-TZVPD basis set) for the molecule C5H8N2.

Results
Kohn-Sham gap (spin up / spin down)   7.57 / 7.57 eV
E_HOMO (spin up / spin down)   -7.4 / -7.4 eV
Relative energy (zero: lowest compared OMol25 entry of this formula, charge and spin)   5.198 eV
LUMO level (spin up / spin down)   0.0067 / 0.0068 Eh
Molar mass   96.13 g mol⁻¹

Structure (ORCA input):
```
! wB97M-V def2-TZVPD RIJCOSX def2/J DEFGRID3
* xyz 0 1
C -0.17460 1.39904 0.14427
C -0.47122 0.06356 -0.28387
C -1.30842 -0.78456 0.65515
N 0.34705 -0.63244 -1.23125
C 1.47361 -0.99981 -0.39800
C 1.98604 0.07519 0.27906
N 2.04647 1.19034 0.69237
H -0.67581 1.75957 1.03882
H -1.20150 0.91169 -0.77574
H 0.29454 2.12426 -0.50943
H -1.32249 -1.80660 0.27864
H -0.90733 -0.76926 1.67167
H -2.33800 -0.41014 0.68908
H 0.56711 -0.07808 -2.05341
H 1.68452 -2.04276 -0.19737
*
```